Entry 1:
{"formula": "C47H73IrN8O5PSSi", "method": "the ωB97M-V functional and the def2-TZVPD basis", "charge": 2, "e_lumo_ev": [-4.34, -6.42], "gap_ev": [7.622, 5.549], "spin_multiplicity": 2, "s_squared": 0.75, "symbols": ["Ir", "S", "P", "Si", "O", "O", "O", "O", "O", "N", "N", "N", "N", "N", "N", "N", "N", "C", "C", "C", "C", "C", "C", "C", "C", "C", "C", "C", "C", "C", "C", "C", "C", "C", "C", "C", "C", "C", "C", "C", "C", "C", "C", "C", "C", "C", "C", "C", "C", "C", "C", "C", "C", "C", "C", "C", "C", "C", "C", "C", "C", "C", "C", "C", "H", "H", "H", "H", "H", "H", "H", "H", "H", "H", "H", "H", "H", "H", "H", "H", "H", "H", "H", "H", "H", "H", "H", "H", "H", "H", "H", "H", "H", "H", "H", "H", "H", "H", "H", "H", "H", "H", "H", "H", "H", "H", "H", "H", "H", "H", "H", "H", "H", "H", "H", "H", "H", "H", "H", "H", "H", "H", "H", "H", "H", "H", "H", "H", "H", "H", "H", "H", "H", "H", "H", "H", "H"], "xyz": [[0.51380, 0.39740, 0.02849], [-1.73891, 0.95544, 0.34263], [2.18400, -3.71811, 0.49646], [-3.18956, 2.67845, 0.17076], [-4.47772, 1.78606, 0.47909], [2.53883, -0.04684, -0.34856], [-2.12173, 0.64040, -2.08536], [-3.24502, 3.36708, -1.26773], [-2.75436, 3.71907, 1.31251], [0.51937, 0.46837, -4.31679], [0.19629, 0.45652, -2.07583], [2.40106, 4.15840, 0.02614], [1.18482, 2.35061, 0.12481], [0.85721, 0.30354, 2.09371], [-1.89889, -2.85899, -0.97480], [2.36858, 0.13196, -2.94991], [-0.41767, -1.53591, -0.03932], [-5.56861, 1.02021, -1.54194], [3.67354, 2.06339, 0.02354], [1.36607, -4.59061, 1.97092], [-2.40308, 5.65016, -1.12370], [4.05613, -3.99322, 0.51599], [-2.74958, 4.48692, -2.03907], [1.36688, 0.22266, 4.83907], [2.13078, -5.71614, 2.66749], [-3.49438, 5.11241, 3.08918], [-5.77868, 1.60843, -0.15580], [0.06931, 0.21355, 4.35560], [1.14466, -3.46779, 2.99784], [-0.80953, -2.11016, -1.16593], [1.60178, -3.95833, -2.18218], [-2.79246, 3.80478, 2.76330], [1.33159, -4.57343, -3.39643], [0.01226, -5.14318, 1.51161], [-6.53219, 0.64100, 0.73879], [1.21337, 0.28972, -5.58067], [1.39755, -6.70848, -2.30749], [1.08818, 0.36514, -3.11509], [-1.34570, -1.94416, 0.90932], [1.76449, -4.69495, -1.00702], [4.52958, -3.47775, -0.85048], [-1.54275, 4.01047, -2.83214], [2.40062, 0.28903, 3.92300], [3.65592, 0.67329, -0.15032], [1.67226, -6.08468, -1.09842], [-1.34939, 3.82759, 3.24030], [2.43234, 2.81142, 0.03662], [-1.05057, 0.57065, -2.65214], [6.07919, 0.68631, -0.02088], [4.88819, 0.00555, -0.16659], [4.59287, -5.41922, 0.65184], [4.59839, -3.12584, 1.65676], [0.35842, 3.45963, 0.20221], [2.11184, 0.33028, 2.57279], [-2.26266, -2.75991, 0.34518], [-3.54423, 2.62286, 3.35441], [1.10382, 4.58305, 0.13717], [1.21746, -5.95522, -3.45919], [-0.91158, 0.56430, -4.15948], [-6.47727, 2.95726, -0.21890], [-0.14159, 0.25489, 2.99378], [6.09222, 2.06475, 0.16595], [-3.88154, 4.86761, -2.98052], [4.89255, 2.73635, 0.19250], [3.43465, 0.30759, 4.23688], [-3.55675, 5.25050, 4.16872], [7.01012, 0.13481, -0.04710], [-1.16383, 4.81699, -3.46081], [-0.64007, -5.27179, 2.38050], [4.90928, 3.80340, 0.37488], [4.28579, -2.08472, 1.55014], [-1.14658, 0.25925, 2.59939], [4.06018, -2.53064, -1.11973], [1.21653, -3.98138, -4.29722], [-0.29363, -2.07009, -2.10587], [-2.37146, -3.38939, -1.68806], [-3.56847, 5.67509, -3.64264], [-0.69866, 3.38401, 0.32983], [0.53275, -3.83475, 3.82715], [-6.54875, 3.39570, 0.77786], [1.50385, -6.12663, 3.46512], [-6.64806, 1.05452, 1.74105], [4.29871, -4.19766, -1.63493], [5.69190, -3.15808, 1.67158], [4.89202, -1.06228, -0.28927], [-2.11732, 6.51497, -1.72329], [3.05083, -5.36334, 3.13173], [3.00266, 0.13858, -3.73003], [0.11644, -6.11462, 1.03343], [-4.17319, 4.01034, -3.58830], [-1.27089, -1.67023, 1.94196], [-1.84513, 3.18108, -3.47120], [4.13719, -6.09400, -0.07363], [-7.52307, 0.44554, 0.32911], [-6.53135, 0.86754, -2.03034], [-1.42832, -0.30168, -4.58094], [1.33352, -7.78781, -2.35266], [2.68243, 0.01812, -1.97375], [1.78451, -0.64072, -5.58337], [1.71915, -2.87931, -2.13211], [-7.48633, 2.84085, -0.61415], [-1.58030, 5.39982, -0.45557], [-0.74074, 3.67777, -2.17190], [-0.83179, 2.90917, 2.95522], [4.46323, -5.83087, 1.64741], [4.24925, -3.48452, 2.62677], [-4.96450, 1.68632, -2.15774], [-5.05526, 0.05999, -1.46924], [0.83175, 5.62272, 0.15864], [1.82429, -6.69673, -0.21916], [5.61622, -3.34767, -0.83502], [-5.93275, 3.64444, -0.86831], [-3.26227, 5.92316, -0.51097], [-2.94887, 5.95430, 2.66219], [-0.49139, -4.48025, 0.80858], [0.47462, 0.23795, -6.37545], [2.90791, 0.37089, 1.85370], [-0.78253, 0.18004, 5.02016], [-0.81583, 4.67311, 2.80491], [1.87912, 1.12853, -5.78728], [-1.31508, 3.92142, 4.32629], [0.64603, -2.60911, 2.54761], [1.56532, 0.18075, 5.90143], [5.66784, -5.40891, 0.44784], [2.09381, -3.11822, 3.41068], [-5.99234, -0.30359, 0.81292], [3.20913, 4.75028, -0.05684], [-4.75150, 5.20396, -2.41625], [2.37352, -6.53497, 1.99185], [7.02261, 2.59824, 0.29683], [-3.10485, -3.28318, 0.75969], [-4.57209, 2.59147, 2.99573], [-3.06686, 1.67698, 3.08354], [1.00656, -6.44442, -4.40090], [-4.50570, 5.11204, 2.68144], [-1.33486, 1.46811, -4.59692], [-3.55893, 2.70722, 4.44116]], "atomic_forces_ev_per_a": [[-0.1, 1.0, -0.1], [-0.1, -0.2, 0.2], [0.2, -0.2, -0.1], [0.1, 0.0, -0.1], [0.0, 0.0, 0.0], [0.0, -0.5, 0.2], [0.0, -0.1, 0.0], [0.2, -0.1, 0.0], [0.1, 0.0, 0.0], [0.0, 0.0, 0.0], [0.0, 0.2, -0.1], [0.0, 0.0, 0.0], [-0.1, 0.2, -0.2], [0.0, 0.0, 0.1], [0.0, 0.0, 0.0], [0.0, 0.2, 0.0], [-0.5, 0.2, -0.2], [0.1, 0.0, 0.0], [0.0, 0.0, -0.1], [0.2, -0.1, -0.1], [0.0, 0.0, 0.0], [-0.2, -0.1, 0.1], [-0.1, 0.1, 0.0], [0.0, 0.0, 0.0], [-0.1, 0.0, 0.0], [0.0, 0.0, 0.0], [-0.1, 0.0, -0.1], [0.0, 0.0, 0.0], [0.0, 0.0, 0.0], [0.4, -0.2, 0.0], [-0.1, 0.0, 0.0], [0.0, 0.0, 0.0], [0.0, 0.0, 0.0], [-0.1, 0.1, 0.1], [0.0, 0.0, 0.0], [0.0, 0.0, 0.0], [0.0, 0.0, 0.0], [-0.1, -0.1, 0.0], [0.2, -0.1, 0.1], [0.0, -0.1, 0.1], [0.1, 0.0, 0.1], [0.0, 0.0, 0.0], [0.0, 0.0, 0.0], [-0.1, 0.1, 0.0], [0.0, 0.0, 0.0], [0.0, 0.0, 0.0], [0.1, 0.0, 0.0], [-0.1, 0.1, 0.0], [0.0, 0.0, 0.0], [0.0, 0.0, 0.0], [0.0, 0.0, 0.0], [0.1, 0.0, -0.1], [0.0, 0.0, 0.0], [0.0, -0.1, 0.0], [0.0, 0.0, 0.0], [0.0, 0.0, 0.0], [0.0, 0.0, 0.0], [0.0, 0.0, 0.0], [0.0, -0.1, 0.0], [0.1, 0.0, 0.0], [0.0, 0.0, 0.0], [0.0, 0.0, 0.0], [0.0, 0.0, 0.0], [0.0, 0.0, 0.0], [0.0, 0.0, 0.0], [0.0, 0.0, 0.0], [0.0, 0.0, 0.0], [0.0, 0.0, 0.0], [0.0, 0.0, 0.0], [0.0, 0.0, 0.0], [0.0, 0.0, 0.0], [0.0, 0.0, 0.0], [-0.1, 0.0, -0.1], [0.0, 0.0, 0.0], [-0.1, 0.1, 0.0], [0.1, -0.1, 0.0], [0.0, 0.0, 0.0], [0.0, 0.0, 0.0], [0.0, 0.0, 0.0], [0.0, 0.0, 0.0], [0.0, 0.0, 0.0], [0.0, 0.0, 0.0], [0.0, 0.0, 0.0], [0.0, 0.0, 0.0], [0.0, 0.0, 0.0], [0.0, 0.0, 0.0], [0.0, 0.0, 0.0], [0.0, 0.0, 0.0], [0.0, 0.0, 0.0], [0.0, 0.0, 0.0], [0.0, 0.0, 0.0], [0.0, 0.0, 0.0], [0.0, 0.0, 0.0], [0.0, 0.0, 0.0], [0.0, 0.0, 0.0], [0.0, 0.0, 0.0], [0.0, 0.0, 0.0], [0.0, -0.2, 0.0], [0.0, 0.0, 0.0], [0.0, 0.0, 0.0], [0.0, 0.0, 0.0], [0.0, 0.0, 0.0], [0.0, 0.0, 0.0], [0.0, 0.0, 0.0], [0.0, 0.0, 0.0], [0.0, 0.0, 0.0], [0.0, 0.0, 0.0], [0.0, 0.0, 0.0], [0.0, 0.0, 0.0], [0.0, 0.0, 0.0], [0.0, 0.1, 0.0], [0.0, 0.0, 0.0], [0.0, 0.0, 0.0], [0.0, 0.0, 0.0], [0.0, 0.0, 0.0], [0.0, 0.0, 0.0], [0.0, 0.0, 0.0], [0.0, 0.0, 0.0], [0.0, 0.0, 0.0], [0.0, 0.0, 0.0], [0.0, 0.0, 0.0], [0.0, 0.0, 0.0], [0.0, 0.0, 0.0], [0.0, 0.0, 0.0], [0.0, 0.0, 0.0], [0.0, 0.0, 0.0], [0.0, 0.0, 0.0], [0.0, 0.0, 0.0], [0.0, 0.0, 0.0], [0.0, 0.0, 0.0], [0.0, 0.0, 0.0], [0.0, 0.0, 0.0], [0.0, 0.0, 0.0], [0.0, 0.0, 0.0], [0.0, 0.0, 0.0], [0.0, 0.0, 0.0], [0.0, 0.0, 0.0]]}

Entry 2:
{"formula": "C47H75Br2F3N2O9", "method": "the ωB97M-V functional and the def2-TZVPD basis", "e_lumo_ev": [-0.83, -0.83], "gap_ev": [7.648, 8.659], "spin_multiplicity": 3, "s_squared": 2.01, "symbols": ["Br", "Br", "F", "F", "F", "O", "O", "O", "O", "O", "O", "O", "O", "O", "N", "N", "C", "C", "C", "C", "C", "C", "C", "C", "C", "C", "C", "C", "C", "C", "C", "C", "C", "C", "C", "C", "C", "C", "C", "C", "C", "C", "C", "C", "C", "C", "C", "C", "C", "C", "C", "C", "C", "C", "C", "C", "C", "C", "C", "C", "C", "C", "C", "H", "H", "H", "H", "H", "H", "H", "H", "H", "H", "H", "H", "H", "H", "H", "H", "H", "H", "H", "H", "H", "H", "H", "H", "H", "H", "H", "H", "H", "H", "H", "H", "H", "H", "H", "H", "H", "H", "H", "H", "H", "H", "H", "H", "H", "H", "H", "H", "H", "H", "H", "H", "H", "H", "H", "H", "H", "H", "H", "H", "H", "H", "H", "H", "H", "H", "H", "H", "H", "H", "H", "H", "H", "H", "H"], "xyz": [[0.72364, -7.30161, 3.47056], [3.10075, -5.44255, 4.45961], [-0.86349, -5.17980, 3.78576], [0.82950, -4.52083, 5.58379], [0.57080, -4.98498, 2.14811], [3.03025, 5.60605, -3.29219], [-2.20144, -0.59988, 5.24144], [-2.39583, -8.29524, -0.39576], [5.94192, 1.30994, -5.66797], [-0.47234, -1.47146, -1.27113], [-1.38861, 1.33470, -2.95818], [2.53668, -0.76980, 2.62345], [-1.87770, -10.17585, -1.49521], [-2.07783, 0.95896, -0.89283], [-3.41306, -0.41409, 4.84009], [2.44736, 5.78961, -4.42902], [-1.73147, -2.67770, 1.23841], [-2.65376, -2.83487, 0.02389], [-5.65805, -1.53358, 4.69858], [2.24830, 1.63224, 1.13960], [3.62601, 7.94241, -4.35062], [1.62400, -3.15230, 3.80357], [-5.11672, 0.59175, 6.96545], [6.20319, 2.14587, -2.02199], [0.53266, 0.23382, -0.06479], [3.75889, 1.43523, 0.90298], [-3.18934, -6.26133, -1.45775], [-0.14830, 7.06471, -4.13347], [-4.93669, 1.33143, 3.88788], [-4.10640, 1.49626, 6.26018], [-2.27039, -10.34315, 0.80565], [-1.16881, 1.15656, -1.63732], [-2.12558, -9.60168, -0.46777], [-3.09826, -9.91938, 1.76240], [-3.76494, 1.04103, 4.83978], [-3.69975, -2.73997, 5.56978], [-2.57491, 1.83200, 4.30905], [0.81214, 4.73569, -6.02171], [0.06477, 5.59404, -3.77734], [-2.44695, -5.38700, -0.42468], [2.16498, 7.47372, -6.26254], [5.53284, 1.95773, -3.40161], [1.40678, 0.41191, 0.92832], [0.35246, -2.33469, 3.42042], [0.25763, 1.23732, -1.15089], [1.21777, 4.94804, -4.54727], [6.19945, 0.22100, -6.52385], [1.54926, -0.69552, 1.91809], [4.14453, 1.86540, -0.52070], [-2.68415, -7.67868, -1.66913], [-0.47787, -1.82238, 1.08680], [2.33071, 7.24723, -4.75087], [1.35770, -4.54596, 4.32825], [5.54010, 1.34797, -0.90417], [-0.19033, -1.06413, -0.16696], [0.41287, -5.39348, 3.42122], [-4.35674, -1.36506, 5.51011], [1.52608, 3.56962, -3.98162], [1.15121, 7.85795, -3.98957], [0.41129, -1.65615, 2.08341], [-2.28637, -3.94351, -0.97007], [6.35193, 1.07474, -4.32618], [-4.67134, -0.86962, 6.92202], [-3.65930, -3.08832, 0.37474], [-3.15477, -5.77445, -2.43296], [-3.45867, -8.28840, -2.13649], [-3.45024, -3.09545, 4.56786], [5.43538, 2.92298, -3.89873], [-3.18669, 1.52686, 6.85285], [-3.40404, -8.88014, 1.77506], [-4.39913, -3.44457, 6.01930], [0.13179, 5.49720, -6.39600], [7.19699, -0.20026, -6.36079], [2.12863, -2.62487, 4.61176], [1.68727, 4.70582, -6.67015], [-6.07405, -2.52430, 4.87788], [3.42388, 1.40448, -1.20570], [5.45074, -0.56921, -6.39882], [-2.27361, 1.47056, 3.32438], [-2.70782, -1.88448, -0.50265], [4.29996, 2.08004, 1.59835], [-1.49012, -3.65380, 1.66275], [0.36654, 2.25305, -0.75792], [1.77482, 3.60975, -2.92206], [6.26626, 3.19894, -1.74457], [2.36128, 3.10894, -4.51157], [-0.84854, 5.02359, -3.96923], [0.66753, 2.90701, -4.09580], [6.16796, 1.43842, -0.00951], [1.40992, 7.92203, -2.92803], [-0.53783, -2.94942, 3.51611], [7.23900, 1.79717, -2.10026], [-5.46959, -1.44631, 3.62846], [-2.30910, -2.15704, 2.01242], [3.78373, 7.92649, -3.27491], [1.00730, 8.88255, -4.33870], [1.18787, 7.19287, -6.64534], [-3.02666, -5.34437, 0.49959], [-5.02785, 2.40875, 3.75097], [-0.54338, 7.16153, -5.14783], [-0.94085, 2.13296, -3.26950], [2.08632, 1.95977, 2.17129], [-6.10741, 0.70600, 6.51763], [7.41686, 1.32568, -4.24160], [-1.29059, -3.77204, -1.37264], [-6.43275, -0.81979, 4.97041], [6.14743, 0.57998, -7.55146], [-5.89737, 0.98075, 4.25413], [5.48598, 0.28256, -1.14134], [-3.78039, -0.98627, 7.54693], [0.26577, 5.51743, -2.70331], [-5.44234, -1.51332, 7.35173], [3.57987, 8.98335, -4.67085], [-2.98375, -3.84834, -1.80540], [4.48541, 7.47257, -4.82989], [1.92478, 2.45581, 0.50300], [0.97992, 1.15575, -1.96604], [-1.67039, -11.23865, 0.89799], [-1.47403, -5.82677, -0.19915], [2.34243, -3.18331, 2.99282], [-0.90655, 7.48859, -3.47306], [-2.79231, -2.73740, 6.16904], [-4.48319, 2.52039, 6.21429], [6.22838, 0.01232, -4.08470], [-4.24505, -6.34003, -1.18380], [4.54780, 1.51255, -3.25216], [-4.75716, 0.88332, 2.90975], [-1.71601, 1.77357, 4.97391], [-1.79975, -7.70655, -2.30557], [-2.86130, 2.87982, 4.21724], [0.23544, -1.54443, 4.16720], [2.29405, 8.53335, -6.48159], [4.07245, 0.40492, 1.04714], [4.12916, 2.95294, -0.61249], [0.29561, 3.78193, -6.12707], [-3.51804, -10.58891, 2.50205], [-5.21810, 0.90589, 8.00570], [2.92322, 6.92129, -6.81861]], "atomic_forces_ev_per_a": [[-0.5, -0.1, -0.1], [0.1, 0.4, 0.1], [0.0, 0.1, -0.1], [-0.2, 0.0, -0.2], [-0.1, 0.0, 0.0], [0.3, -0.2, -0.4], [0.0, -0.1, -0.5], [-0.2, 0.2, 0.0], [-0.1, -0.1, 0.1], [-0.1, -0.2, -0.2], [-0.3, 0.4, -0.3], [-0.2, 0.1, 0.1], [0.1, -0.1, -0.3], [-0.4, -0.3, 0.3], [0.5, 0.3, 1.4], [-0.5, 0.4, 1.4], [-0.1, 0.3, -0.1], [0.2, -0.3, -0.2], [0.0, 0.1, -0.1], [0.3, 0.0, 0.5], [0.1, 0.0, 0.2], [-0.4, 0.6, 0.1], [0.0, 0.0, -0.1], [0.2, -0.6, -0.3], [0.0, 0.3, 0.3], [0.0, 0.6, -0.6], [-0.1, -0.4, 0.3], [0.1, 0.0, -0.1], [-0.1, -0.1, 0.0], [0.0, -0.2, 0.3], [0.1, 0.5, 0.8], [0.1, 0.0, 0.2], [0.3, 0.0, 0.2], [0.1, -0.1, -0.4], [-0.5, 0.5, -0.8], [0.3, 0.0, 0.1], [0.2, 0.0, 0.1], [0.1, 0.1, -0.1], [0.0, 0.3, 0.3], [0.1, 0.3, -0.5], [-0.1, -0.1, 0.0], [0.4, 0.1, 0.3], [-0.1, 0.2, -0.3], [0.1, 0.0, 0.4], [0.3, 0.2, -0.2], [-0.4, -0.6, -0.9], [0.0, 0.0, -0.1], [0.0, 0.0, 0.1], [0.3, -0.9, 0.0], [0.0, 0.1, 0.0], [0.1, -0.2, 0.3], [0.2, 0.4, -0.9], [0.6, -0.4, -0.1], [0.0, 0.6, 0.5], [0.1, -0.1, 0.0], [0.3, -0.3, 0.1], [-0.7, -0.5, -0.5], [0.3, -0.1, 0.4], [-0.2, -0.1, 0.3], [0.0, -0.2, -0.2], [-0.2, 0.0, 0.2], [-0.1, 0.1, -0.3], [0.1, 0.2, 0.2], [0.0, 0.2, 0.2], [0.0, -0.1, -0.1], [0.1, 0.1, -0.2], [0.0, 0.0, 0.0], [-0.2, 0.0, 0.0], [0.0, -0.1, -0.1], [-0.5, -0.2, -0.3], [-0.1, 0.0, 0.0], [0.0, 0.0, 0.0], [0.0, 0.0, 0.0], [0.1, -0.1, 0.0], [0.0, 0.0, 0.0], [0.1, 0.0, 0.1], [-0.1, 0.4, -0.1], [0.1, -0.1, 0.1], [0.0, 0.0, 0.0], [-0.2, 0.0, 0.0], [0.1, -0.2, 0.1], [0.1, 0.0, -0.1], [0.1, -0.1, 0.1], [0.1, 0.1, 0.0], [-0.2, 0.0, 0.0], [0.0, 0.0, 0.0], [0.0, 0.0, 0.0], [-0.1, 0.1, -0.2], [0.1, -0.1, -0.1], [0.1, -0.1, 0.0], [-0.1, 0.1, -0.1], [0.0, 0.1, 0.0], [0.0, 0.0, 0.0], [0.0, -0.1, 0.1], [0.0, -0.1, 0.0], [0.0, 0.0, 0.0], [0.0, 0.0, 0.0], [0.1, -0.2, 0.1], [0.1, 0.0, 0.0], [0.0, 0.0, 0.0], [0.3, -0.3, -0.1], [0.0, -0.1, 0.0], [0.0, 0.0, 0.0], [0.0, -0.1, 0.1], [0.1, -0.1, 0.0], [0.0, 0.0, 0.0], [0.0, 0.0, 0.0], [0.0, 0.0, 0.0], [0.0, 0.0, -0.1], [0.1, 0.0, -0.1], [0.1, 0.0, 0.0], [0.0, 0.0, 0.0], [0.0, 0.0, 0.0], [0.1, 0.2, -0.1], [0.0, 0.0, 0.0], [-0.1, -0.1, 0.0], [-0.1, -0.1, -0.1], [-0.6, -0.4, -0.4], [0.0, 0.0, 0.1], [-0.1, -0.2, -0.1], [0.0, 0.0, 0.0], [0.0, 0.1, -0.1], [0.0, 0.0, 0.0], [0.0, 0.0, 0.1], [0.0, 0.2, 0.0], [-0.1, 0.2, -0.2], [0.0, 0.0, 0.0], [0.0, -0.1, 0.0], [0.1, 0.0, 0.1], [-0.1, 0.0, 0.0], [-0.1, 0.0, 0.0], [0.0, 0.0, 0.1], [-0.1, 0.0, 0.3], [-0.2, 0.0, -0.1], [0.0, 0.0, 0.1], [0.5, 0.1, 0.4], [0.0, 0.0, 0.0], [0.0, 0.0, 0.0]]}

Values of energy above the lowest of the compared OMol25 structures with the same formula, charge and spin, in order: 98.3 0.0, all in kJ/mol.